1.
DFT (ωB97M-V/def2-TZVPD) results for 2 unconnected molecules or ions with the total composition C5H10N.

Each line ends with the natural charge from an NBO analysis.
CARTESIAN COORDINATES (ANGSTROEM)
C 0.15653 -1.49987 -2.59953  -0.314
C -0.67618 -2.38820 -2.54419  -0.160
C 1.20652 -0.15898 0.58117  0.119
C -1.10562 0.27395 0.19900  -0.458
C 0.36169 1.64909 1.61972  -0.497
N 0.16693 0.56670 0.72852  -0.241
H 0.64568 -0.79283 -3.18020  0.243
H -1.14769 -3.27096 -2.20343  0.244
H 2.10546 0.12701 1.16280  0.224
H 1.32567 -1.09694 -0.05375  0.258
H -1.70599 -0.29883 1.01054  0.257
H -1.51520 1.27544 -0.05840  0.251
H -1.06897 -0.54877 -0.57221  0.282
H 1.37848 2.18216 1.70592  0.269
H -0.31959 2.55426 1.47145  0.261
H 0.19227 1.42678 2.73259  0.263

Atomic forces in eV per Å
C -2.00 -1.70 -0.61
C 1.64 0.81 1.03
C 1.46 -1.52 -0.50
C -2.60 -1.58 0.26
C -0.26 4.83 3.88
N 3.14 -1.35 0.32
H 1.00 1.18 -0.27
H -0.58 -0.32 -0.18
H -0.63 -0.11 -0.59
H -0.91 1.42 0.70
H 0.67 1.60 -0.92
H -0.41 -1.23 -0.22
H 0.27 1.53 0.19
H -1.13 -1.51 -1.04
H 0.51 -1.59 -0.39
H -0.17 -0.47 -1.67

Summary:
**Kohn-Sham gap**: 9.234 eV
**Molecular weight**: 84.1 g mol⁻¹
**Charge**: +1

2.
DFT (ωB97M-V/def2-TZVPD) results for a molecular structure, C20H51F2GaNO10Si.

Each line ends with the Mulliken charge.
CARTESIAN COORDINATES (ANGSTROEM)
C 0.75910 0.73932 4.86688  -0.771
Si 2.18967 0.39347 3.68079  0.119
C 3.78398 0.75305 4.62977  -1.109
C 2.08371 -1.46378 3.26937  -0.703
C 0.89643 -1.82335 2.32811  -0.848
C -0.33369 -2.42257 3.03173  0.568
F -0.31117 -2.13798 4.39477  -0.294
F -0.15872 -3.82284 2.96867  -0.376
Ga -2.15330 -2.00954 2.15994  0.317
C -2.63393 0.00718 2.32763  0.013
O -3.85277 0.23988 3.16104  -0.233
N -3.49483 1.18152 4.11887  0.380
O -3.76256 2.27677 3.75933  -0.473
C 2.02906 1.30617 2.04033  0.213
C 3.04254 1.44387 1.09894  -0.173
C 2.79881 2.10160 -0.08087  -0.668
C 1.57345 2.64352 -0.39604  -0.509
C 0.54980 2.51100 0.52528  -0.670
C 0.80012 1.86277 1.71212  0.019
H 0.91292 0.05650 5.71111  0.332
H -0.16296 0.41091 4.37748  -0.053
H 0.71437 1.76955 5.22710  0.347
H 3.73832 0.14199 5.54391  0.294
H 4.70066 0.45864 4.10763  0.310
H 3.81501 1.79455 4.96950  0.316
H 2.08989 -2.06574 4.18383  0.445
H 3.02604 -1.68063 2.73724  0.428
H 0.62052 -0.99964 1.66016  0.279
H 1.26062 -2.62396 1.67193  0.356
H -3.26126 -2.81115 3.00754  -0.292
H -2.23543 -2.41163 0.61015  -0.392
H -1.80022 0.46649 2.87703  -0.455
H -2.79122 0.49929 1.36284  0.368
H 4.02869 1.03143 1.30488  0.331
H 3.59745 2.21659 -0.81456  0.361
H 1.35771 3.16051 -1.32652  0.485
H -0.45700 2.88542 0.35944  0.469
H -0.00689 1.77642 2.43829  0.227
C -2.66097 1.49017 7.14359  -0.363
O -1.29555 1.87883 7.29377  -0.465
H -2.75527 0.89456 6.24647  -0.017
H -2.97623 0.89247 8.00474  0.321
H -3.29505 2.37753 7.05468  0.280
H -1.23269 2.40426 8.09553  0.245
C 1.36980 1.11981 -3.76809  -0.267
O 0.84210 2.44834 -3.71946  -0.518
H 1.82310 0.89054 -2.80563  0.215
H 0.56617 0.41038 -3.96683  0.143
H 2.13042 1.05384 -4.55324  0.214
H 0.44772 2.63104 -4.57603  0.275
C -5.38909 2.94221 0.35868  -0.540
O -5.28916 1.73069 1.08564  -0.395
H -5.88097 2.73285 -0.58992  0.233
H -5.98249 3.67667 0.91378  0.251
H -4.39389 3.35382 0.16121  0.192
H -4.85058 1.92815 1.92507  0.238
C -1.25253 -2.27468 -3.76949  -0.632
O -0.26922 -1.51795 -4.48695  -0.501
H -2.18199 -1.71257 -3.77254  0.219
H -1.41372 -3.24086 -4.25314  0.279
H -0.93111 -2.43131 -2.73891  0.288
H 0.54729 -2.02744 -4.47314  0.274
C -6.09981 -0.69394 5.83177  -0.157
O -6.11010 -1.52445 4.68495  -0.488
H -6.17823 -1.32842 6.71286  0.281
H -5.16546 -0.12577 5.88289  -0.125
H -6.94814 -0.00056 5.81377  0.239
H -6.03381 -0.94862 3.91660  0.298
C 0.12077 0.03248 -7.82009  -0.529
O 0.33541 -1.36411 -7.66415  -0.534
H 0.38678 0.30726 -8.83917  0.249
H -0.93163 0.27485 -7.64563  0.310
H 0.74928 0.58966 -7.12192  0.192
H 0.09572 -1.58890 -6.75734  0.340
C 3.89000 -0.79227 -8.11522  -0.479
O 3.37024 0.54012 -8.09518  -0.517
H 4.33293 -1.00039 -7.15239  0.114
H 3.08432 -1.50574 -8.30238  0.299
H 4.65644 -0.88397 -8.89268  0.301
H 2.98049 0.70827 -8.95688  0.271
C 6.09457 -3.45131 -6.53137  -0.564
O 4.84598 -2.85413 -6.19661  -0.438
H 6.33058 -3.18793 -7.55991  0.208
H 6.88471 -3.07713 -5.87546  0.281
H 6.03244 -4.53906 -6.44547  0.259
H 4.64754 -3.09291 -5.28637  0.262

Atomic forces in eV per Å
C 0.56 -0.15 -0.54
Si -0.40 -0.81 0.54
C -0.16 -0.23 0.14
C 0.39 0.71 -0.46
C 0.63 -0.60 0.54
C -0.22 0.13 -0.98
F 0.14 0.05 -0.08
F 0.11 0.07 0.32
Ga -0.94 -0.17 0.31
C 0.52 -0.71 0.16
O 0.22 -0.11 0.11
N -0.28 0.39 -0.85
O -0.06 -0.01 0.43
C 0.11 0.15 0.38
C 0.22 -0.37 0.58
C 0.99 0.35 -1.28
C -0.92 0.28 0.00
C -0.31 0.08 -0.04
C -0.61 -0.22 0.90
H -0.09 0.20 -0.03
H -0.07 0.29 0.25
H -0.25 -0.14 -0.05
H -0.02 0.06 -0.18
H -0.08 0.29 0.01
H 0.20 -0.09 -0.24
H -0.11 0.04 -0.15
H -0.16 -0.10 0.12
H -0.04 0.03 0.29
H -0.31 0.14 -0.06
H 0.13 0.06 -0.07
H 0.32 0.04 -0.08
H -0.11 0.15 -0.28
H -0.01 0.25 0.30
H -0.06 0.07 -0.12
H -0.02 -0.09 0.18
H 0.35 -0.16 -0.02
H 0.21 0.07 -0.21
H 0.03 0.05 -0.16
C 0.21 0.15 0.47
O -0.01 -0.01 -0.04
H 0.14 -0.01 0.00
H -0.15 0.01 -0.04
H -0.14 -0.11 -0.05
H 0.04 -0.01 -0.02
C -0.23 0.20 -0.31
O 0.14 0.09 0.16
H -0.04 0.13 0.04
H 0.21 -0.04 0.07
H 0.06 -0.15 0.07
H -0.02 0.01 0.03
C 0.13 -0.19 0.35
O -0.15 0.24 -0.14
H 0.00 -0.03 0.01
H 0.01 0.13 -0.14
H -0.06 0.13 -0.10
H 0.04 -0.29 -0.07
C 0.22 -0.12 0.02
O -0.12 -0.26 -0.33
H 0.06 0.06 -0.02
H -0.10 -0.01 0.05
H -0.14 0.00 0.04
H 0.03 0.08 0.10
C 0.05 0.01 -0.41
O -0.30 0.05 0.20
H 0.01 -0.03 -0.03
H -0.03 0.05 0.15
H 0.03 0.07 0.17
H 0.28 -0.18 -0.09
C -0.08 -0.24 0.38
O 0.05 -0.03 -0.14
H 0.00 -0.05 -0.01
H 0.02 0.14 -0.07
H -0.02 0.15 -0.10
H -0.08 0.06 0.06
C -0.25 0.35 -0.35
O 0.12 0.02 0.01
H -0.04 0.10 0.03
H 0.09 -0.11 0.07
H 0.03 -0.13 0.04
H -0.04 0.04 0.05
C -0.17 0.00 0.27
O 0.16 -0.25 0.10
H -0.06 0.04 0.00
H 0.11 -0.06 -0.09
H 0.13 -0.02 -0.07
H -0.06 0.04 -0.02

Summary:
**Kohn-Sham gap**: 7.086 eV
**Molecular weight**: 601.4 g mol⁻¹
**Charge**: -1

3.
DFT (ωB97M-V/def2-TZVPD) results for 2 unconnected molecules or ions with the total composition C14H16.

Each line ends with the natural charge from an NBO analysis.
CARTESIAN COORDINATES (ANGSTROEM)
C 2.97042 -1.67523 -2.39599  -0.635
C 1.13307 -1.99328 -0.71257  -0.173
C 1.53360 -1.90255 -2.04581  -0.026
C -0.20038 -2.22542 -0.41022  -0.227
C -1.14963 -2.34038 -1.41054  -0.228
C 0.58217 -2.09249 -3.03964  -0.219
C -0.75926 -2.31395 -2.74625  -0.198
H 1.89068 -1.91459 0.05435  0.205
H -0.52309 -2.31306 0.61815  0.216
H 3.45056 -2.61309 -2.64396  0.221
H 3.55280 -1.29767 -1.55505  0.214
H -2.18347 -2.56761 -1.18636  0.212
H 0.84633 -2.03129 -4.08425  0.206
H -1.43133 -2.49095 -3.57371  0.213
H 3.15649 -1.02538 -3.25095  0.220
C -3.00338 1.86170 2.47760  -0.628
C 0.38265 1.17505 0.85879  -0.195
C -0.95672 1.07656 1.20092  -0.229
C 1.16515 2.17907 1.42424  -0.230
C -1.53727 1.97216 2.09969  0.004
C 0.57378 3.11842 2.24680  -0.202
C -0.77423 3.02587 2.57163  -0.225
H 0.74646 0.59114 0.02364  0.218
H -1.61609 0.36374 0.72880  0.208
H 2.21972 2.15050 1.17857  0.211
H 1.17271 3.93289 2.63511  0.210
H -3.10225 1.66627 3.54303  0.218
H -3.46777 1.06640 1.91446  0.212
H -1.19790 3.79064 3.21058  0.208
H -3.47382 2.82651 2.26896  0.217

Atomic forces in eV per Å
C 0.63 -0.06 0.12
C -0.02 -0.14 -0.54
C -0.04 0.06 0.07
C -0.13 0.14 0.29
C -0.25 -0.57 -0.61
C -0.49 0.20 -0.18
C 0.73 0.10 0.36
H -0.09 0.08 0.20
H 0.08 0.04 0.10
H 0.06 -0.43 -0.16
H -0.18 0.19 0.07
H -0.02 0.14 0.22
H 0.32 -0.03 -0.12
H -0.27 0.09 0.16
H -0.34 0.13 0.03
C 0.83 0.51 -0.07
C -0.47 0.45 -0.32
C -0.22 0.34 0.18
C -0.01 -0.74 -0.40
C -0.42 -0.08 -0.11
C 0.27 0.08 0.19
C 0.51 0.09 0.14
H 0.25 -0.32 0.32
H 0.13 -0.31 -0.10
H 0.02 0.51 0.08
H -0.05 0.01 0.07
H -0.10 -0.09 0.08
H -0.33 -0.12 -0.10
H -0.17 -0.06 0.03
H -0.25 -0.23 0.00

Summary:
**SMILES**: Cc1ccccc1.Cc1ccccc1
**Kohn-Sham gap**: 9.878 eV
**Molecular weight**: 184.3 g mol⁻¹

4.
DFT (ωB97M-V/def2-TZVPD) results for a single C5H11N molecule.

Each line ends with the natural charge from an NBO analysis.
CARTESIAN COORDINATES (ANGSTROEM)
C 0.75492 0.95577 0.82238  -0.221
C -0.58816 0.84192 0.10897  -0.405
C -1.00953 -0.62691 -0.16258  -0.455
C 0.67853 -1.43013 -1.81677  -0.384
C -0.55771 -1.02012 -1.56129  -0.179
N 0.70092 0.43226 2.21544  -0.843
H 0.94239 2.02847 0.85448  0.193
H 1.50199 0.32728 0.34493  0.189
H -1.33767 1.45316 0.61475  0.204
H -0.45744 1.30176 -0.87472  0.203
H -2.08855 -0.75075 -0.08694  0.214
H -0.47194 -1.27304 0.53419  0.205
H 0.98271 -1.49845 -2.85445  0.193
H 1.48238 -1.55083 -1.10177  0.195
H -0.98362 -0.31634 -2.27882  0.195
H 0.64969 1.15672 2.92271  0.354
H -0.19892 -0.03077 2.31948  0.343

Atomic forces in eV per Å
C -0.95 -0.16 1.11
C 0.21 -0.26 -0.81
C 0.44 -0.15 -0.25
C 0.11 0.01 -0.84
C 0.85 2.27 1.26
N -0.70 -0.03 0.10
H 0.84 -0.15 -0.19
H 0.25 0.61 -0.54
H -0.08 -0.26 0.24
H -0.08 0.21 -0.02
H 0.01 -0.13 0.27
H -0.43 -0.15 0.24
H 0.17 0.13 -0.03
H -0.38 -0.78 0.37
H -0.72 -1.17 -0.74
H 0.25 0.25 -0.26
H 0.20 -0.27 0.09

Summary:
**SMILES**: C=CCCCN
**Kohn-Sham gap**: 10.513 eV
**Molecular weight**: 85.1 g mol⁻¹

- What is the molecular weight in the first record?
  84.1 g mol⁻¹

Please write out number 1 again, unchanged.
DFT (ωB97M-V/def2-TZVPD) results for 2 unconnected molecules or ions with the total composition C5H10N.

Each line ends with the natural charge from an NBO analysis.
CARTESIAN COORDINATES (ANGSTROEM)
C 0.15653 -1.49987 -2.59953  -0.314
C -0.67618 -2.38820 -2.54419  -0.160
C 1.20652 -0.15898 0.58117  0.119
C -1.10562 0.27395 0.19900  -0.458
C 0.36169 1.64909 1.61972  -0.497
N 0.16693 0.56670 0.72852  -0.241
H 0.64568 -0.79283 -3.18020  0.243
H -1.14769 -3.27096 -2.20343  0.244
H 2.10546 0.12701 1.16280  0.224
H 1.32567 -1.09694 -0.05375  0.258
H -1.70599 -0.29883 1.01054  0.257
H -1.51520 1.27544 -0.05840  0.251
H -1.06897 -0.54877 -0.57221  0.282
H 1.37848 2.18216 1.70592  0.269
H -0.31959 2.55426 1.47145  0.261
H 0.19227 1.42678 2.73259  0.263

Atomic forces in eV per Å
C -2.00 -1.70 -0.61
C 1.64 0.81 1.03
C 1.46 -1.52 -0.50
C -2.60 -1.58 0.26
C -0.26 4.83 3.88
N 3.14 -1.35 0.32
H 1.00 1.18 -0.27
H -0.58 -0.32 -0.18
H -0.63 -0.11 -0.59
H -0.91 1.42 0.70
H 0.67 1.60 -0.92
H -0.41 -1.23 -0.22
H 0.27 1.53 0.19
H -1.13 -1.51 -1.04
H 0.51 -1.59 -0.39
H -0.17 -0.47 -1.67

Summary:
**Kohn-Sham gap**: 9.234 eV
**Molecular weight**: 84.1 g mol⁻¹
**Charge**: +1